Molecular formula: C3H12N2
Method: DFT, ωB97M-V with the def2-TZVPD basis set

Computed properties:
* LUMO (spin up / spin down): 3.3 / 3.3 eV
* orbital gap (spin up / spin down): 1.82 / 8.09 eV
* E_HOMO (spin up / spin down): 0.0555 / -0.1751 Ha
* maximum force: 0.0361 hartree/bohr
* relative energy (zero: lowest compared OMol25 entry of this formula, charge and spin): 0.9106 eV
* E: -230.91557 hartree
* ⟨S²⟩: 0.75

Structure (ORCA input):
```
! RIJCOSX wB97M-V def2-TZVPD def2/J DEFGRID3
* xyz -1 2
C -1.161 4.033 0.697
C -0.902 5.008 1.832
H -2.084 3.493 0.884
H -0.428 3.288 0.385
H -1.521 4.487 -0.243
H -0.966 6.042 1.496
H -1.766 4.969 2.506
H 0.078 4.936 2.299
N 1.591 -3.096 -0.646
C 0.677 -3.782 -1.508
N 0.514 -5.212 -1.282
H 1.357 -3.009 0.320
H 2.549 -3.129 -0.948
H -0.285 -3.269 -1.590
H 0.983 -3.660 -2.555
H 1.413 -5.644 -1.170
H -0.047 -5.455 -0.477
*
```